[1]
The following is a quantum chemistry calculation of a structure of composition C40H50AsBrClNO6P2S2Si3Ti, from OMol25.

The geometry in XYZ format:
```
108
Properties=species:S:1:pos:R:3:forces:R:3
Ti -0.596857 -1.049875 -1.282469 1.97 1.03 0.64
S -3.051170 -2.901800 -0.236173 -0.23 0.34 0.15
P -3.121151 -0.984103 0.581508 -0.37 0.53 -0.18
C -1.699474 -0.078914 0.518634 0.20 -0.85 0.25
P -0.777226 0.046943 1.986809 -0.08 0.25 0.02
S 1.186382 -0.074268 1.972685 0.05 0.02 -0.04
C -1.362328 -1.129309 3.277112 0.14 0.04 0.11
C -2.023079 -0.745304 4.439967 0.03 -0.01 0.01
C -2.335994 -1.683453 5.416327 -0.02 0.01 -0.01
C -1.998032 -3.015906 5.233869 0.01 -0.01 -0.02
C -1.348353 -3.407760 4.068026 -0.02 0.00 0.00
C -1.024797 -2.472638 3.097457 -0.03 0.01 -0.02
C -1.194183 1.682490 2.757319 0.03 0.00 0.00
C -2.280725 2.429965 2.326858 0.01 0.03 -0.04
C -2.567401 3.670977 2.884770 0.00 0.00 0.00
C -1.759691 4.179363 3.890359 0.00 0.00 0.00
C -0.661766 3.443992 4.324374 0.00 0.01 0.00
C -0.377770 2.211141 3.756720 -0.04 -0.03 0.03
C -4.168923 -1.070423 2.086796 0.01 -0.23 -0.02
C -4.435021 -2.311298 2.658843 0.01 0.00 -0.01
C -5.293469 -2.418866 3.743299 0.02 0.01 0.01
C -5.897310 -1.285234 4.266574 0.01 0.00 0.01
C -5.644624 -0.044848 3.695456 0.03 0.01 0.00
C -4.789544 0.060337 2.609093 -0.07 -0.02 -0.01
C -4.357058 -0.191774 -0.534773 -0.01 0.09 0.09
C -5.516936 -0.851991 -0.931659 0.00 -0.01 -0.03
C -6.489671 -0.188172 -1.661548 0.00 -0.02 0.01
C -6.321625 1.150340 -1.998077 0.01 0.01 0.00
C -5.170182 1.814355 -1.606110 0.00 0.00 -0.02
C -4.194225 1.144332 -0.877226 -0.01 0.01 -0.02
H -2.301191 0.291099 4.588340 0.01 -0.01 0.01
H -2.853671 -1.370000 6.316072 0.00 0.00 0.00
H -2.239013 -3.747968 5.996798 -0.01 0.00 -0.01
H -1.082799 -4.446979 3.913556 0.01 0.00 0.00
H -0.505008 -2.772717 2.194026 0.01 -0.01 -0.01
H -2.877861 2.040558 1.512756 0.01 0.00 -0.01
H -3.412821 4.244521 2.521299 0.00 0.00 0.00
H -1.970691 5.151517 4.321379 0.00 -0.01 0.01
H -0.013682 3.842062 5.096821 0.00 0.00 0.00
H 0.496380 1.646844 4.058680 0.00 0.00 0.00
H -3.952178 -3.198626 2.265453 0.02 0.01 0.02
H -5.474276 -3.389150 4.189668 -0.01 0.00 0.00
H -6.561901 -1.366447 5.118754 0.00 0.00 0.00
H -6.114238 0.845543 4.096613 0.00 0.00 0.00
H -4.617240 1.027401 2.157909 0.00 0.02 -0.01
H -5.638887 -1.897894 -0.677544 0.01 0.00 0.00
H -7.381255 -0.718441 -1.975335 0.00 0.00 0.00
H -7.083232 1.667976 -2.569875 0.00 0.00 -0.01
H -5.016580 2.852154 -1.878298 -0.01 0.01 0.01
H -3.284682 1.648803 -0.573634 0.01 -0.03 0.01
O 1.070372 -4.817024 -0.259168 0.12 0.08 -0.05
Cl 0.180077 -3.801809 -0.987512 -0.17 -0.35 0.39
O -0.143903 -2.566326 0.001621 0.08 -0.50 -0.44
O 1.003006 -0.576202 -1.426213 -1.50 -0.58 -0.09
O -2.382250 -2.136928 -1.498045 -0.09 -0.51 -0.27
Br 0.058176 2.607070 -0.547696 -0.01 -0.02 0.07
C -1.090017 2.147802 -1.960363 -0.06 0.00 -0.04
C -1.754958 3.158833 -2.642625 0.06 0.01 -0.02
C -2.526519 2.814725 -3.740180 -0.05 -0.01 0.05
C -2.558508 1.495454 -4.157763 0.00 -0.03 0.02
C -1.849888 0.562357 -3.423877 0.07 -0.12 -0.32
N -1.184171 0.874614 -2.306285 -0.23 0.15 -0.23
C -1.590421 -0.855509 -3.962170 -0.02 0.04 -0.03
O -2.114230 -1.184052 -5.015655 -0.04 0.06 0.01
O -0.728591 -1.493102 -3.269386 -0.26 0.12 -0.12
H -1.633985 4.182280 -2.319355 -0.04 0.00 0.01
H -3.076821 3.579624 -4.275565 0.03 0.01 -0.02
H -3.077329 1.158515 -5.043429 -0.01 0.01 0.00
C 4.968170 2.965212 -0.029779 0.03 0.04 -0.16
Si 5.409272 1.143237 -0.341826 -0.20 0.14 0.86
C 5.617522 0.433027 1.409296 0.07 -0.04 -0.01
C 7.197639 1.202718 -0.995527 -0.12 -0.15 -0.38
As 3.336947 0.140325 -1.016086 1.00 0.36 -0.15
Si 3.568293 0.669632 -3.286125 -0.27 0.07 -0.21
C 5.297573 0.692412 -4.058890 0.01 -0.06 0.09
C 2.918247 2.437149 -3.441179 0.05 0.02 0.06
C 2.520061 -0.415897 -4.404018 -0.03 0.00 0.02
Si 4.149585 -2.073466 -1.018108 -0.01 -0.19 -0.05
C 3.346344 -3.090688 -2.376270 -0.02 0.02 -0.01
C 6.011903 -2.223320 -1.340456 0.01 0.12 0.02
C 3.805269 -2.815023 0.670515 -0.06 0.10 0.00
H 5.598615 3.393500 0.756011 0.04 -0.01 -0.02
H 3.925630 3.045290 0.285564 0.00 -0.01 0.02
H 5.091790 3.576356 -0.929378 -0.02 0.01 0.00
H 6.266723 1.072053 2.017949 0.01 0.02 -0.02
H 6.060177 -0.566980 1.393669 -0.03 -0.01 0.01
H 4.648825 0.354130 1.908909 -0.01 0.02 -0.01
H 7.859948 1.502692 -0.178614 -0.04 0.03 0.04
H 7.311628 1.922250 -1.809784 0.02 0.03 0.03
H 7.532206 0.233926 -1.369519 0.04 0.00 0.02
H 6.007150 1.272828 -3.469095 0.01 0.03 -0.04
H 5.232913 1.134819 -5.058650 0.00 -0.01 -0.01
H 5.698142 -0.318999 -4.164158 0.00 0.00 0.02
H 3.405085 3.096364 -2.717707 -0.01 0.02 -0.01
H 1.845666 2.464285 -3.235058 0.00 -0.03 0.01
H 3.092199 2.837517 -4.445149 -0.02 -0.02 -0.01
H 3.068207 -1.306810 -4.717311 -0.02 -0.01 0.00
H 2.238626 0.139521 -5.305181 0.02 0.01 0.00
H 1.607555 -0.740372 -3.898840 0.01 0.03 0.00
H 3.925612 -3.014006 -3.300840 -0.01 -0.01 0.00
H 2.327928 -2.758462 -2.579364 0.00 0.00 0.03
H 3.303285 -4.140433 -2.072501 0.00 0.00 0.01
H 6.274472 -1.817895 -2.320894 0.00 -0.02 0.00
H 6.303055 -3.278558 -1.312478 -0.03 -0.01 -0.01
H 6.600876 -1.689452 -0.592658 0.02 -0.05 0.03
H 2.861558 -3.365729 0.645438 0.00 0.00 0.00
H 3.713505 -2.041598 1.434978 0.02 -0.01 0.01
H 4.608790 -3.500434 0.958524 -0.03 -0.03 -0.01
```
Forces are in eV/Å.

Properties
Energy relative to the best compared isomer or geometry (same formula, charge and spin): 58.46 kcal/mol
Kohn-Sham gap: 6.33 eV
Charge: -2

---

[2]
The following is a quantum chemistry calculation of a cluster of 11 separate species, C40H50Cl10N6 in total, from OMol25.

The geometry in XYZ format:
```
106
Properties=species:S:1:pos:R:3:forces:R:3
N -3.155416 -27.146075 11.517896 -1.23 0.36 -0.51
C -4.190439 -27.018332 10.652518 0.43 1.14 0.34
C -4.472204 -25.863297 9.842679 1.54 -1.66 1.19
C -3.472361 -24.909177 9.858135 1.45 -0.03 0.68
C -2.341859 -25.058527 10.735130 -1.54 0.44 -0.75
C -2.301098 -26.112833 11.614109 -0.15 -0.48 -1.09
H -4.874488 -27.852909 10.608173 0.00 -0.20 0.04
H -5.339242 -25.880441 9.198973 0.02 0.31 -0.01
H -3.447120 -24.060278 9.190943 -0.29 0.13 -0.10
H -1.521325 -24.356327 10.741979 -0.23 0.26 -0.15
H -1.457010 -26.169414 12.285454 -0.12 -0.35 0.28
N -1.252397 -21.418411 15.851339 1.38 -0.14 1.37
C -2.405394 -21.235341 16.531792 0.85 -0.36 -1.69
C -2.555525 -20.606923 17.748775 0.24 -0.11 -0.59
C -1.405193 -20.071732 18.283499 -0.46 -0.29 0.53
C -0.191812 -20.291442 17.654967 1.02 -0.24 -0.05
C -0.080271 -21.046590 16.486500 -3.13 1.08 -0.18
H -3.244808 -21.585747 15.949541 -0.32 -0.01 0.26
H -3.547454 -20.501122 18.162648 0.11 0.08 0.25
H -1.503843 -19.560849 19.229895 0.42 0.30 0.00
H 0.708206 -19.866815 18.074553 0.09 -0.03 0.16
H 0.865320 -21.162365 15.977704 -0.04 -0.25 -0.12
N -0.230054 -18.537255 6.859615 -0.65 -0.98 0.21
C -1.203684 -18.128423 7.734070 0.28 -1.36 -1.67
C -2.549317 -18.470039 7.538432 0.60 -0.80 -0.52
C -2.889132 -19.227261 6.392300 0.95 -0.46 0.39
C -1.895457 -19.707167 5.534220 1.01 0.65 1.18
C -0.541653 -19.396650 5.859863 -1.73 1.40 0.52
H -0.807020 -17.676690 8.631286 -0.28 0.45 -0.02
H -3.283125 -18.334016 8.319083 -0.10 0.45 -0.04
H -3.863878 -19.667156 6.241421 -0.41 0.54 0.12
H -2.164361 -20.356224 4.713973 0.15 -0.06 -0.05
H 0.274643 -19.812506 5.287922 0.17 0.12 -0.08
N -7.428590 -23.903875 9.469248 -1.10 0.28 0.49
C -6.731124 -23.626184 10.591342 -1.40 -0.96 0.37
C -7.279391 -23.833390 11.869274 -1.08 -0.28 -0.73
C -8.602530 -24.300815 11.921286 0.35 0.43 1.06
C -9.348421 -24.528509 10.798808 0.07 0.03 -1.17
C -8.752340 -24.290853 9.578163 2.74 -0.26 0.00
H -5.690649 -23.343911 10.527095 -0.03 0.06 -0.42
H -6.724991 -23.699238 12.786354 0.16 0.10 -0.06
H -9.141386 -24.485070 12.838948 0.50 -0.01 0.49
H -10.338978 -24.957624 10.831446 -0.11 0.15 0.16
H -9.203069 -24.614414 8.651586 -0.18 0.37 -0.16
N -6.402225 -24.789944 16.383170 0.68 1.03 -1.01
C -5.721215 -23.624219 16.194723 -0.87 -0.84 2.90
C -5.562940 -22.728435 17.280999 -0.53 -0.40 -1.71
C -6.142798 -23.020750 18.506239 0.42 0.15 -0.06
C -6.781811 -24.233196 18.672237 0.15 -0.03 0.37
C -6.914805 -25.068032 17.586757 0.61 0.04 -0.99
H -5.220363 -23.378563 15.269954 -0.27 -0.44 -0.38
H -5.063619 -21.817349 16.986046 0.03 0.29 0.73
H -6.073848 -22.360218 19.357909 0.16 0.20 -0.04
H -7.083987 -24.551658 19.658988 -0.35 0.05 -0.02
H -7.397829 -26.032448 17.641346 -0.16 -0.06 0.20
N -2.292484 -21.629307 11.062921 -2.40 1.15 -0.89
C -2.582516 -21.882383 12.356304 1.69 0.11 -1.78
C -3.779359 -21.616441 12.940382 -1.64 0.22 -0.41
C -4.830715 -21.200589 12.113155 0.13 -0.58 0.15
C -4.650707 -21.025421 10.731535 0.70 0.26 1.13
C -3.350324 -21.129376 10.268065 1.79 -1.48 1.66
H -1.757037 -22.308872 12.906840 0.06 -0.04 0.26
H -3.920601 -21.836416 13.988273 -0.13 0.14 0.01
H -5.814517 -21.137906 12.554294 -0.20 0.23 -0.07
H -5.482710 -20.781466 10.087598 0.05 0.09 -0.08
H -3.086150 -20.918095 9.242404 0.05 0.01 -0.12
Cl -3.984204 -17.871307 16.288284 0.36 -0.39 0.35
C -5.004926 -16.909267 15.207194 -0.53 -0.89 -0.64
C -6.079686 -17.875127 14.593154 0.39 0.48 1.21
Cl -6.949490 -17.090668 13.291277 -0.16 0.39 -0.68
H -4.340120 -16.531132 14.430567 -0.28 0.07 0.01
H -5.400215 -16.106469 15.829577 -0.29 -0.09 -0.42
H -6.855896 -18.129298 15.314955 0.29 0.06 0.25
H -5.659551 -18.817342 14.241255 0.33 0.33 -0.13
Cl 2.774106 -22.149633 13.052144 0.05 -0.10 0.26
C 2.337121 -23.395468 14.254518 -0.81 -0.64 -0.38
C 0.917380 -24.000708 13.973192 1.07 0.86 0.22
Cl 0.705276 -24.496074 12.244146 0.27 0.09 0.94
H 2.391247 -22.924802 15.236170 -0.35 -0.01 -0.05
H 3.073404 -24.199035 14.270799 0.10 0.18 -0.42
H 0.157338 -23.255090 14.206621 -0.06 -0.11 -0.16
H 0.808725 -24.851735 14.645536 -0.19 -0.14 -0.33
Cl -0.075797 -17.042220 11.206602 -0.04 -0.48 0.42
C -0.630981 -18.598154 11.911519 -0.51 -0.74 -0.36
C -1.749235 -18.443215 12.916948 0.81 -0.26 0.30
Cl -3.260227 -17.958376 12.115147 -0.10 0.30 0.25
H 0.181138 -19.194819 12.326906 0.31 0.61 0.23
H -0.986053 -19.237735 11.103460 -0.03 0.30 -0.24
H -1.436551 -17.775328 13.719602 -0.47 0.43 -0.19
H -1.936024 -19.399952 13.404655 -0.04 -0.11 -0.22
Cl -9.578998 -17.196835 9.118013 0.03 -0.19 -0.41
C -8.003129 -17.095429 9.944618 0.15 -0.49 0.60
C -6.893060 -17.994603 9.333067 -1.08 0.40 0.36
Cl -6.392775 -17.391745 7.751142 0.26 0.08 -0.29
H -8.235407 -17.439689 10.952408 0.28 -0.15 -0.05
H -7.816207 -16.025032 10.030658 0.61 -0.22 -0.32
H -7.280102 -19.003105 9.187357 -0.18 0.10 -0.03
H -6.016765 -18.097549 9.973062 -0.07 0.44 0.11
Cl 0.484164 -23.731285 8.219969 -0.08 -0.20 0.18
C 0.379591 -21.970038 8.552357 0.42 0.15 -0.10
C 1.461267 -21.661942 9.591452 -0.02 0.29 0.36
Cl 1.751503 -19.903973 9.994736 -0.35 -0.47 -0.57
H -0.639232 -21.784616 8.892518 0.24 0.19 0.09
H 0.571938 -21.526243 7.575552 -0.06 0.35 0.33
H 2.432063 -22.030786 9.260374 -0.21 -0.07 0.05
H 1.198077 -22.078255 10.563828 0.05 -0.28 -0.27
```
Forces are in eV/Å.

Properties
Energy relative to the best compared isomer or geometry (same formula, charge and spin): 15.12 kcal/mol
Kohn-Sham gap: 9.37 eV
Charge: 0

---

What is the Kohn-Sham gap in the first record? 6.33 eV